Computed, not measured: a structure of composition C30H26IrN4O4PS2 at a distorted geometry, with ωB97M-V/def2-TZVPD.

Results
**ΔE to the lowest compared entry with this formula, charge and spin**: 0.0 kcal per mole
**Charge**: +2
**Molar mass**: 793.89 g/mol
**⟨S²⟩**: 6.04
**Spin multiplicity**: 5
**Lowest unoccupied orbital energy (spin up / spin down)**: -5.95 / -9.95 eV
**DFT total energy**: -79460.768 eV

Each line ends with the Mulliken charge.
Positions of all 68 atoms, in Å:
Ir -0.16746 1.00176 0.93953  1.3233
O -0.71624 1.47257 3.79401  -0.5831
N -0.77492 0.40447 2.82918  0.3412
C -0.83834 -0.76285 3.48470  -0.9284
C -0.56724 -2.06761 2.99424  0.7082
C -0.49610 -3.23343 3.83851  -0.7621
C -0.50282 -4.52014 3.32041  -0.4869
C -0.36861 -4.70103 1.91425  -0.9548
C -0.18677 -3.57020 1.13600  -0.3942
C -0.32327 -2.26294 1.66063  1.3335
P -0.30224 -1.01863 0.34811  -0.1079
C 1.23551 -1.49455 -0.57079  0.7815
C 2.39345 -1.48186 0.25244  -1.0346
C 3.61483 -1.97081 -0.23332  -0.8244
C 3.78709 -2.32417 -1.59474  -0.7588
C 2.65480 -2.21828 -2.41655  -0.8328
C 1.39953 -1.85811 -1.91434  0.1416
C -2.01254 -1.30248 -0.26128  1.5622
C -3.16003 -0.70426 0.30087  -0.5970
C -4.42222 -1.13531 -0.12407  -0.6701
C -4.56356 -2.06640 -1.16707  -0.7109
C -3.41459 -2.61934 -1.73232  -0.8276
C -2.15527 -2.22823 -1.29280  -0.0392
H 0.24114 1.59079 4.04841  0.3850
H -1.20088 -0.63593 4.50411  0.4623
H -0.48946 -3.07922 4.91032  0.5212
H -0.63557 -5.34517 3.99984  0.4677
H -0.37996 -5.68260 1.45471  0.4966
H 0.12010 -3.66772 0.10510  0.3530
H 2.31714 -1.13580 1.28744  0.7274
H 4.42948 -2.04765 0.47330  0.5313
H 4.71217 -2.68248 -1.98314  0.4891
H 2.71068 -2.33875 -3.49144  0.4693
H 0.52480 -1.94496 -2.56862  0.1896
H -3.11532 0.07168 1.07104  0.3438
H -5.30972 -0.72849 0.35999  0.4523
H -5.55311 -2.36895 -1.46036  0.4466
H -3.49076 -3.32994 -2.53610  0.4986
H -1.27517 -2.69133 -1.76379  0.1197
N -0.49245 3.84708 -1.93382  0.0366
C -0.40100 2.85513 -2.89585  -0.0001
C -0.20895 2.93733 -4.23688  -1.0002
C -0.26572 1.73809 -4.99370  -0.7295
C -0.46609 0.49888 -4.32628  -1.0199
C -0.62566 0.40304 -2.92298  -0.2719
C -0.52396 1.59876 -2.20310  0.6114
N -0.57434 1.89528 -0.83604  0.0339
C -0.64845 3.25079 -0.74178  0.4582
C -0.63047 3.89752 0.52419  -0.3837
C -0.65222 5.26957 0.75949  -0.4613
S -0.52607 5.57283 2.43872  -0.0691
C -0.40620 3.89757 2.74252  -0.1416
N -0.44883 3.07473 1.67207  -0.0306
H -0.58465 4.84961 -2.12597  0.3152
H -0.11943 3.91048 -4.71888  0.4143
H -0.18475 1.80372 -6.05754  0.4492
H -0.51122 -0.38858 -4.92265  0.4909
H -0.91238 -0.51344 -2.47303  0.6393
H -0.69723 6.09284 0.03253  0.3459
H -0.43232 3.52114 3.74699  0.4237
C 4.16587 1.67585 1.10292  -0.7087
S 2.55367 2.51659 1.32105  1.0879
O 2.88887 3.90176 1.65475  -0.6055
O 1.76748 1.72941 2.32708  -0.6965
O 1.93557 2.27173 -0.00889  -0.5732
H 4.71825 1.69883 2.06087  0.3893
H 4.63345 2.23947 0.28796  0.3889
H 3.93066 0.63237 0.80987  -0.0251